[1]
The following is a quantum chemistry calculation of C31H24BrCl2N4O5SV as an isolated structure in a non-equilibrium geometry, from the Open Molecules 2025 dataset.

As for the spin multiplicity: 3. The value obtained for the relative energy (zero: lowest compared OMol25 entry of this formula, charge and spin) is 1.253 eV. As for the expectation value of S²: 2.05. For the total energy, the calculation gives -6627.57261 Eh. As for the orbital gap (spin up / spin down): 0.2550 / 0.2749 Eh. As for the maximum force: 3.4 eV Å⁻¹.

Geometry as XYZ:
```
69
C31H24BrCl2N4O5SV, DFT ωB97M-V with the def2-TZVPD basis set
Br -2.96 6.14 0.12
V 0.92 0.12 -0.19
Cl -0.75 -1.89 -3.25
Cl 0.95 -3.44 1.69
S -2.23 0.15 -0.26
O 7.29 -0.81 -2.64
O 7.18 -0.84 1.39
O 1.87 1.87 -0.25
O -0.05 1.61 -1.26
O -1.38 0.28 0.98
N 2.50 -0.38 1.00
N 0.50 -1.44 -0.54
N 1.13 5.94 0.34
N 6.38 -0.25 -0.64
C -3.34 -3.49 1.07
C 1.38 4.66 0.06
C -3.16 -1.38 -0.04
C 6.25 -0.52 0.68
C -3.58 1.30 -0.06
C 4.87 -0.34 1.24
C -4.13 1.51 1.20
C 7.64 -0.39 -1.33
C -0.73 -5.39 -1.35
C -4.23 -1.69 -0.87
C 3.47 0.20 3.11
C -5.15 2.44 1.34
C -4.86 -2.92 -0.71
C 0.27 -3.78 0.12
C 4.74 0.03 2.57
C -5.60 3.16 0.23
C -1.19 5.49 0.07
C -0.15 -5.08 -0.14
C 0.74 2.34 -0.61
C 0.14 -2.74 -0.81
C 2.38 -0.02 2.28
C -0.14 6.34 0.34
C -0.94 4.17 -0.24
C -0.47 -3.11 -2.03
C -2.70 -2.27 0.92
C 3.73 -0.54 0.50
C -0.90 -4.39 -2.30
C -5.04 2.95 -1.02
C 0.37 3.74 -0.24
C -4.01 2.02 -1.17
C -4.42 -3.81 0.26
H -1.75 3.48 -0.47
H -3.75 0.96 2.05
H -4.92 -4.77 0.38
H -6.39 3.89 0.35
H -4.56 -1.00 -1.63
H 1.37 0.08 2.65
H 8.23 -1.12 -0.79
H -2.98 -4.19 1.81
H -1.05 -6.40 -1.56
H -3.54 1.86 -2.13
H -5.70 -3.17 -1.35
H 3.33 0.48 4.14
H -5.38 3.51 -1.87
H 5.63 0.16 3.17
H 8.09 -0.99 -3.13
H 2.41 4.34 0.07
H -1.37 -4.61 -3.25
H -1.84 -1.99 1.53
H -0.01 -5.84 0.62
H 5.60 0.07 -1.19
H 8.17 0.56 -1.36
H -5.59 2.62 2.32
H -0.33 7.39 0.57
H 3.76 -0.88 -0.53
```

=====

[2]
The following is a quantum chemistry calculation of C35H87N5O12Zn as an isolated structure in a non-equilibrium geometry, from the Open Molecules 2025 dataset.

The value obtained for the relative energy (zero: lowest compared OMol25 entry of this formula, charge and spin) is 0.000 eV. For the total energy, the calculation gives -4341.39280 Eh. As for the orbital gap: 0.2834 Eh. As for the maximum force: 2.8 eV Å⁻¹.

Geometry as XYZ:
```
140
C35H87N5O12Zn, DFT ωB97M-V with the def2-TZVPD basis set
Zn -13.61 14.72 -3.39
O -12.03 13.60 -3.98
O -9.27 9.57 -5.67
O -20.29 21.67 -11.21
O -16.68 19.50 -9.56
O -13.28 21.53 -7.58
O -12.95 21.16 -1.65
O -14.82 16.26 -2.56
O -14.79 13.35 -2.56
O -19.71 16.50 -6.66
O -12.54 12.81 -9.65
O -13.54 15.74 -5.09
O -18.22 19.33 -3.67
N -17.91 22.47 -10.04
N -10.48 11.09 -8.68
N -14.03 21.74 -4.55
N -18.88 19.09 -6.83
N -12.35 15.25 -1.76
C -10.95 13.81 -3.11
C -16.99 13.06 -3.61
C -11.08 15.24 -2.51
C -18.93 18.99 -2.49
C -14.63 20.94 -5.63
C -20.05 21.08 -9.94
C -14.37 16.62 -7.26
C -19.48 16.03 -5.36
C -17.81 18.04 -6.93
C -12.21 12.23 -4.34
C -16.07 12.87 -2.39
C -16.92 21.60 -10.70
C -19.02 20.08 -4.57
C -16.09 20.77 -9.79
C -9.31 8.30 -5.01
C -14.86 14.27 -6.44
C -11.81 10.65 -9.12
C -18.52 16.76 -7.36
C -12.31 11.55 -10.25
C -16.06 16.82 -2.94
C -10.23 9.63 -6.70
C -14.39 16.61 -1.26
C -12.72 21.28 -4.08
C -12.08 21.28 -8.25
C -12.84 16.59 -1.36
C -21.15 20.93 -12.02
C -12.98 13.78 -10.57
C -12.36 21.86 -2.72
C -13.90 15.44 -6.41
C -18.53 20.24 -6.01
C -10.31 11.09 -7.22
C -16.28 18.48 -10.45
C -14.36 21.19 -1.54
C -18.92 21.80 -9.23
C -13.67 20.48 -6.68
H -15.18 18.50 -10.45
H -11.17 11.55 -6.73
H -11.22 21.21 -7.58
H -20.43 15.64 -4.97
H -15.85 14.62 -6.09
H -19.67 18.57 -6.46
H -16.20 16.39 -3.94
H -15.55 21.39 -5.98
H -18.28 23.07 -10.76
H -10.85 13.01 -2.36
H -17.51 20.61 -6.12
H -17.54 20.91 -11.31
H -15.03 13.92 -7.46
H -13.96 22.72 -4.82
H -22.08 20.67 -11.49
H -17.32 17.90 -5.96
H -12.83 19.88 -6.30
H -16.67 12.40 -4.44
H -12.67 11.74 -3.47
H -14.64 13.47 -5.75
H -20.65 19.97 -12.23
H -9.04 7.55 -5.75
H -19.33 22.59 -8.60
H -19.08 21.16 -6.26
H -14.64 20.83 -0.55
H -12.14 14.77 -0.90
H -15.43 16.79 -7.01
H -14.84 20.56 -2.30
H -19.85 18.45 -2.72
H -16.94 16.69 -2.31
H -14.11 19.73 -7.36
H -19.62 20.10 -10.20
H -8.56 8.33 -4.22
H -18.96 21.13 -4.23
H -14.67 15.83 -0.54
H -12.17 20.43 -8.95
H -11.97 21.50 -4.85
H -13.92 17.58 -6.99
H -13.24 11.12 -10.64
H -11.70 9.64 -9.52
H -11.03 15.99 -3.30
H -12.81 20.21 -3.89
H -19.11 19.88 -1.88
H -16.00 21.18 -8.79
H -20.08 19.82 -4.47
H -16.94 14.03 -4.13
H -18.04 12.77 -3.51
H -11.31 21.63 -2.57
H -12.32 13.86 -11.43
H -18.48 21.11 -8.52
H -11.93 22.12 -8.94
H -12.48 16.84 -0.36
H -10.47 12.08 -8.92
H -14.98 20.01 -5.15
H -17.09 18.45 -7.64
H -12.52 17.36 -2.06
H -9.40 11.66 -7.04
H -9.99 13.90 -3.63
H -15.96 11.78 -2.29
H -14.40 16.38 -8.32
H -18.62 16.68 -8.45
H -11.29 11.69 -4.56
H -17.79 15.94 -7.24
H -13.96 13.50 -10.98
H -19.22 16.81 -4.63
H -16.71 18.56 -11.45
H -15.93 17.90 -3.08
H -18.35 18.27 -1.91
H -16.40 22.17 -11.47
H -13.01 12.20 -5.09
H -20.93 21.02 -9.30
H -13.21 14.75 -10.13
H -12.57 10.63 -8.33
H -9.96 9.04 -7.58
H -14.75 22.20 -1.72
H -12.60 22.93 -2.76
H -10.14 15.39 -1.97
H -11.56 11.68 -11.03
H -16.55 17.50 -10.06
H -14.85 17.53 -0.91
H -10.31 8.12 -4.59
H -18.75 15.23 -5.24
H -12.97 15.13 -6.91
H -15.06 20.72 -10.16
H -11.19 9.29 -6.32
H -16.60 13.30 -1.52
H -21.34 21.40 -12.98
```

=====

[3]
The following is a quantum chemistry calculation of C17H13IrN4O4S4 as an isolated structure in a non-equilibrium geometry, from the Open Molecules 2025 dataset.

Its total charge is +1. As for the spin multiplicity: 2. As for the expectation value of S²: 0.76. For the total energy, the calculation gives -2872.57725 Eh. As for the orbital gap (spin up / spin down): 0.2432 / 0.2366 Eh. As for the maximum force: 4.0 eV Å⁻¹.

Geometry as XYZ:
```
43
C17H13IrN4O4S4, DFT ωB97M-V with the def2-TZVPD basis set
Ir -0.16 0.06 -0.21
S 0.58 -3.65 -3.53
S -2.24 -2.83 -4.00
S 1.04 -1.65 -1.43
S -2.20 -0.76 -1.91
O -2.14 3.50 0.51
O -1.01 -4.77 -5.31
O -2.91 1.79 2.20
O 1.82 0.67 1.01
N -1.40 1.33 0.53
N 2.88 -1.21 1.60
N 0.21 1.69 -1.45
N -1.02 -1.10 1.30
C -2.23 -2.21 3.55
C 0.48 4.11 -2.79
C -1.46 2.61 0.04
C 2.68 0.10 1.68
C -1.37 -1.98 -2.74
C -0.53 2.76 -1.10
C -0.79 -2.37 1.64
C 3.53 0.87 2.64
C 1.25 3.00 -3.15
C -2.49 -0.91 3.20
C -2.16 1.00 1.64
C -0.04 -2.36 -2.54
C -1.88 -0.37 2.06
C -0.42 3.99 -1.76
C 1.08 1.82 -2.45
C -1.37 -2.96 2.74
C -0.92 -3.94 -4.47
H 2.97 1.05 3.56
H 4.44 0.33 2.89
H 2.36 -1.77 0.94
H 3.61 -1.66 2.13
H 0.58 5.04 -3.33
H 1.97 3.06 -3.95
H 3.78 1.84 2.22
H 1.66 0.94 -2.71
H -1.16 -4.00 2.97
H -3.16 -0.27 3.77
H -0.13 -2.93 0.99
H -2.68 -2.65 4.43
H -1.05 4.80 -1.43
```

=====

[4]
The following is a quantum chemistry calculation of a 6-piece molecular cluster, C33H62Cl3F2NO11 overall in a non-equilibrium geometry, from the Open Molecules 2025 dataset.

As for the SMILES: C/C(Cl)=C(\Cl)[C@]1(CC=O)OC(=O)O[C@@]1(CCCCl)N(C(=O)F)C(=O)F.CCOCC.CCOCC.CCOCC.CCOCC.CCOCC. For the total energy, the calculation gives -3757.16920 Eh. As for the orbital gap: 0.3465 Eh. As for the maximum force: 2.9 eV Å⁻¹.

Geometry as XYZ:
```
112
C33H62Cl3F2NO11, DFT ωB97M-V with the def2-TZVPD basis set
Cl 0.16 1.43 6.92
Cl 4.22 -1.54 2.40
Cl 5.10 2.62 2.45
F 1.28 -3.33 3.34
F -1.40 -0.44 2.92
O 0.52 -4.84 -3.62
O 4.22 1.33 -2.97
O 0.74 0.79 3.96
O -0.80 -1.96 4.37
O 1.27 -0.33 -0.58
O 2.52 1.88 3.35
O 1.67 -2.61 1.29
O 0.36 3.25 -6.70
O -4.57 -3.42 -0.77
O 0.56 3.04 3.57
O -4.46 2.66 7.28
N 0.73 -1.14 2.80
C -0.43 1.02 -7.38
C 1.65 -0.18 3.47
C -6.39 -2.88 0.80
C -0.73 -5.36 -3.21
C 3.39 -0.88 -3.66
C -2.82 3.19 5.52
C 1.20 2.03 3.62
C 5.15 0.91 2.46
C 2.29 -0.81 4.74
C 4.04 0.17 2.51
C 1.11 0.23 0.47
C -4.07 -2.10 -0.89
C -5.19 -3.74 0.47
C -3.01 -1.75 0.14
C 6.50 0.31 2.34
C 2.62 0.66 2.59
C 1.19 -0.03 6.91
C 0.07 4.27 -8.93
C 1.26 -2.39 2.41
C -3.73 2.16 6.17
C 1.01 -3.68 -1.49
C 2.38 0.10 5.97
C -0.51 -1.23 3.47
C -6.41 3.44 6.00
C 4.84 1.65 -4.20
C 0.90 -3.62 -3.01
C -1.89 -4.41 -3.45
C 2.18 1.05 1.14
C 3.92 2.35 -5.19
C 3.09 0.47 -3.05
C -5.32 3.75 7.02
C 0.99 3.57 -7.93
C -0.75 2.38 -6.78
H -4.75 4.63 6.72
H -2.17 -2.45 0.08
H -3.37 4.03 5.10
H -0.69 -5.66 -2.16
H -4.90 -1.38 -0.86
H -3.64 -2.03 -1.89
H -1.09 2.25 -5.75
H 1.81 4.24 -7.68
H -6.13 -1.83 0.92
H 3.23 -0.24 6.54
H 1.44 2.68 -8.38
H 3.73 -0.81 -4.70
H 2.27 0.97 -3.60
H 1.52 -0.16 7.93
H 7.26 1.05 2.55
H 5.29 0.76 -4.65
H 1.86 2.08 1.10
H -7.14 -2.95 0.01
H 5.67 2.32 -3.95
H 1.74 -1.68 5.03
H -4.45 -3.71 1.28
H 2.75 0.34 -2.03
H 3.08 1.72 -5.48
H 0.59 -0.89 6.67
H 4.47 2.61 -6.10
H -1.96 -4.13 -4.50
H -0.09 1.09 -8.41
H 6.61 -0.50 3.03
H 3.05 1.00 0.50
H -3.13 1.34 6.56
H -1.32 0.38 -7.36
H -1.78 -3.49 -2.87
H -6.00 3.21 5.02
H 4.17 -1.39 -3.09
H -0.34 5.18 -8.49
H 3.29 -1.16 4.55
H 6.62 -0.10 1.35
H 0.36 0.53 -6.80
H 2.58 1.13 5.75
H -1.57 2.86 -7.33
H 0.12 0.21 0.95
H -2.63 -0.74 -0.03
H -7.01 2.59 6.33
H 0.05 -3.92 -1.02
H -5.50 -4.78 0.37
H -3.40 -1.79 1.16
H 2.49 -1.50 -3.65
H 0.21 -2.81 -3.31
H -0.76 3.63 -9.23
H 1.87 -3.37 -3.43
H -4.41 1.72 5.44
H -2.11 3.59 6.25
H -0.87 -6.27 -3.79
H -2.26 2.72 4.71
H -5.78 3.99 7.98
H 1.33 -2.72 -1.11
H 1.73 -4.44 -1.19
H -6.84 -3.22 1.73
H 0.63 4.53 -9.83
H -2.83 -4.88 -3.15
H -7.06 4.31 5.89
H 3.52 3.26 -4.76
```

=====

[5]
The following is a quantum chemistry calculation of a 2-piece molecular cluster, C2H4F4Si overall in a non-equilibrium geometry, from the Open Molecules 2025 dataset.

The value obtained for the relative energy (zero: lowest compared OMol25 entry of this formula, charge and spin) is 3.993 eV. For the total energy, the calculation gives -767.59565 Eh. As for the orbital gap (spin up / spin down): 0.4000 / 0.2028 Eh. As for the maximum force: 5.2 eV Å⁻¹.

Geometry as XYZ:
```
11
C2H4F4Si, DFT ωB97M-V with the def2-TZVPD basis set
Si 2.45 -1.33 0.23
F 3.27 -0.26 1.00
F 3.14 -1.31 -1.24
F -2.20 -1.05 0.22
F 3.15 -2.71 0.87
C -1.50 0.01 -0.28
C -1.89 1.40 -0.05
H -2.43 1.98 -0.68
H -0.87 1.97 0.09
H -0.78 -0.14 -1.06
H -2.33 1.45 0.91
```

=====

[6]
The following is a quantum chemistry calculation of a 2-piece molecular cluster, C3H8NO3 overall in a non-equilibrium geometry, from the Open Molecules 2025 dataset.

Its total charge is -1. The value obtained for the relative energy (zero: lowest compared OMol25 entry of this formula, charge and spin) is 9.194 eV. For the total energy, the calculation gives -399.33994 Eh. As for the orbital gap: 0.1334 Eh. As for the maximum force: 4.4 eV Å⁻¹.

Geometry as XYZ:
```
15
C3H8NO3, DFT ωB97M-V with the def2-TZVPD basis set
O -3.28 -0.99 1.31
O -0.92 -0.75 0.04
O 2.82 1.06 0.31
N 0.39 1.53 -0.30
C 1.76 -0.45 -1.19
C 1.66 0.55 -0.02
C -0.69 0.91 0.24
H -0.67 0.68 1.33
H 1.36 0.07 0.92
H -1.72 1.13 -0.09
H -1.90 -0.83 0.16
H 2.59 -1.08 -0.92
H 1.92 0.11 -2.15
H -4.11 -1.12 1.77
H 0.76 -0.82 -1.41
```

=====

- What is the maximum force in the first record?
  3.4 eV Å⁻¹

=====

- The lowest maximum force belongs to which entry?
  C35H87N5O12Zn